Here is C22H17IrN5O8 as an isolated structure at a distorted geometry from the OMol25 dataset. Energies are from the ωB97M-V functional and the def2-TZVPD basis.

XYZ file:
```
53
Properties=species:S:1:pos:R:3
Ir 0.1723 0.0664 -0.1198
O -2.3452 -0.7375 -3.5976
C -1.7046 -0.4453 -2.4915
O -0.4955 -0.3090 -2.4029
C -2.5996 -0.2540 -1.3150
C -3.9709 -0.2704 -1.3780
C -4.7142 -0.0992 -0.2021
C -4.0575 0.0995 0.9988
C -2.6757 0.0966 0.9191
N -1.9440 -0.0711 -0.1339
C -1.2715 -0.5262 3.5094
O -2.0940 -0.3742 4.3046
O -0.4539 -0.6911 2.6938
H -1.7135 -0.8362 -4.3312
H -4.4604 -0.4103 -2.3316
H -5.7959 -0.1308 -0.2335
H -4.5784 0.2450 1.9347
N 2.2178 -0.1687 -0.5351
C 2.6541 -1.5369 -0.3012
C 3.9583 -1.9153 -0.1931
C 4.2739 -3.2802 -0.0028
C 3.2859 -4.2206 0.0703
C 1.9241 -3.8348 0.0112
C 0.8445 -4.7306 0.1507
C -0.4326 -4.2432 0.1546
C -0.6466 -2.8631 0.0444
N 0.3353 -1.9861 -0.1111
C 1.6212 -2.4742 -0.1497
H 2.2831 0.0721 -1.5245
H 2.8148 0.4706 -0.0161
H 4.7527 -1.1831 -0.2756
H 5.3115 -3.5724 0.0764
H 3.5279 -5.2683 0.1925
H 1.0380 -5.7896 0.2690
H -1.2855 -4.8973 0.2644
H -1.6508 -2.4778 0.1000
C -1.6748 2.9461 -2.0913
C -0.7344 3.1473 -0.9599
N -0.0450 2.2636 -0.2335
C 0.6682 3.0264 0.6760
C 0.4182 4.3398 0.5016
N -0.4663 4.3969 -0.5306
C 0.9266 5.5474 1.1953
O 1.7236 5.4506 2.1434
O 0.5203 6.6753 0.7875
C 1.5127 2.3591 1.6513
O 2.1972 3.0403 2.5032
O 1.5565 1.1316 1.6057
H -1.6923 1.9155 -2.3987
H -1.3658 3.5483 -2.9461
H -2.6831 3.2533 -1.8097
H -0.8403 5.2624 -0.9021
H 2.0467 4.0476 2.4019
```

Properties
Charge: +2
2S+1: 2
Frontier orbital gap (spin up / spin down) (Ha): 0.171 / 0.166
E_HOMO (spin up / spin down) (eV): -13.310 / -13.304
Total energy (Ha): -1828.0825
Relative energy (zero: lowest compared OMol25 entry of this formula, charge and spin) (kJ/mol): 372.34
<S²>: 0.78

Atom charges from the Mulliken analysis, given in e for atoms 1 to 5: atom 1 (Ir): 1.282, atom 2 (O): -0.408, atom 3 (C): 0.535, atom 4 (O): -0.550, atom 5 (C): 0.184